Here is 9 unconnected molecules or ions with the total composition C10H38O14 in a non-equilibrium geometry from the Open Molecules 2025 dataset. Energies are from wB97M-V/def2-TZVPD.

As for the net charge: 0. Its total energy is -39647.821 eV. The value obtained for the energy above the lowest of the compared OMol25 structures with the same formula, charge and spin is 42.6 kcal per mole. The strongest force on any atom is 2.867 eV/Å.

Each atom is followed by the atoms it is bonded to, with distances in Å.
Geometry (Å):
1 O -18.7686 11.6869 6.2037  C2 1.448, H5 0.973
2 C -18.0535 12.6404 7.0257  O1 1.448, C3 1.516, H6 1.091, H7 1.095
3 C -18.0798 13.9770 6.3106  C2 1.516, O4 1.417, H8 1.097, H9 1.099
4 O -17.8480 14.0125 4.9127  C3 1.417, H10 0.967
5 H -18.5880 12.0005 5.3010  O1 0.973
6 H -18.5732 12.7716 7.9764  C2 1.091
7 H -17.1000 12.1463 7.2384  C2 1.095
8 H -17.5405 14.7555 6.8643  C3 1.097
9 H -19.1011 14.3572 6.4499  C3 1.099
10 H -18.2262 14.8511 4.6162  O4 0.967
11 O -20.1730 9.8327 7.8386  C12 1.427, H15 0.969
12 C -20.8817 10.8735 8.5091  O11 1.427, C13 1.505, H16 1.097, H17 1.098
13 C -21.7872 10.2327 9.5267  C12 1.505, O14 1.407, H18 1.087, H19 1.099
14 O -21.0578 9.5899 10.5432  C13 1.407, H20 0.959
15 H -19.5462 10.2059 7.2008  O11 0.969
16 H -20.2205 11.6453 8.9222  C12 1.097
17 H -21.4487 11.3880 7.7226  C12 1.098
18 H -22.4950 9.5910 9.0090  C13 1.087
19 H -22.4227 11.0484 9.8980  C13 1.099
20 H -20.4000 10.1739 10.9264  O14 0.959
21 O -22.0009 14.5764 8.8090  C22 1.424, H25 0.956
22 C -21.2238 15.6724 8.3379  O21 1.424, C23 1.527, H26 1.092, H27 1.092
23 C -22.0576 16.9432 8.4809  C22 1.527, O24 1.440, H28 1.095, H29 1.092
24 O -21.3680 18.1262 8.0344  C23 1.440, H30 0.959
25 H -21.5978 14.1901 9.5855  O21 0.956
26 H -20.3388 15.6391 8.9761  C22 1.092
27 H -20.8695 15.6120 7.3069  C22 1.092
28 H -22.2606 17.0954 9.5463  C23 1.095
29 H -23.0214 16.9048 7.9700  C23 1.092
30 H -22.0272 18.7714 7.7724  O24 0.959
31 O -20.1647 16.1629 4.8934  C32 1.425, H35 0.959
32 C -19.5939 17.4666 4.9664  O31 1.425, C33 1.514, H36 1.094, H37 1.097
33 C -19.1440 17.9870 3.6172  C32 1.514, O34 1.414, H38 1.088, H39 1.100
34 O -18.1197 17.1140 3.1845  C33 1.414, H40 0.967
35 H -21.0498 16.2535 5.2524  O31 0.959
36 H -20.2624 18.1206 5.5332  C32 1.094
37 H -18.6828 17.4037 5.5743  C32 1.097
38 H -18.9933 19.0631 3.6700  C33 1.088
39 H -20.0286 17.8360 2.9805  C33 1.100
40 H -18.4977 16.3457 2.7352  O34 0.967
41 O -15.4627 9.1925 7.6287  C42 1.450, H45 0.966
42 C -14.9859 8.8035 6.3162  O41 1.450, C43 1.511, H46 1.086, H47 1.095
43 C -15.5073 9.7716 5.2806  C42 1.511, O44 1.419, H48 1.095, H49 1.094
44 O -16.9103 9.6984 5.0792  C43 1.419, H50 0.965
45 H -16.4184 9.0966 7.5266  O41 0.966
46 H -13.9036 8.7562 6.2343  C42 1.086
47 H -15.4567 7.8303 6.1450  C42 1.095
48 H -14.9934 9.5416 4.3419  C43 1.095
49 H -15.2371 10.7908 5.5735  C43 1.094
50 H -17.3265 10.3741 5.6276  O44 0.965
51 O -14.3983 15.2101 7.4053  H52 0.962, H53 0.975
52 H -13.7650 15.4580 8.0850  O51 0.962
53 H -14.8255 14.3995 7.7393  O51 0.975
54 O -15.3797 13.1517 9.0031  H55 0.964, H56 0.966
55 H -15.8979 13.3930 9.7793  O54 0.964
56 H -14.5238 12.8743 9.3535  O54 0.966
57 O -14.9424 13.7431 4.6805  H58 0.970, H59 0.963
58 H -15.8901 13.9276 4.7747  O57 0.970
59 H -14.9036 12.8752 4.2653  O57 0.963
60 O -18.6440 14.4235 1.8957  H61 0.965, H62 0.968
61 H -19.1724 14.7009 1.1368  O60 0.965
62 H -19.2909 14.2314 2.5892  O60 0.968